Record 1
{"formula": "C4H5N2S", "method": "ωB97M-V/def2-TZVPD", "species": ["C", "C", "C", "C", "N", "N", "S", "H", "H", "H", "H", "H"], "xyz": [[-0.051, 2.535, 2.379], [-1.719, 1.521, 1.403], [-0.494, 1.173, 1.027], [0.223, -0.059, -0.368], [0.576, 1.818, 1.569], [1.176, -0.923, 0.065], [-1.663, 2.824, 2.578], [-2.579, 1.040, 1.102], [0.362, 0.639, -1.144], [-0.815, -0.407, -0.248], [0.746, -1.787, 0.492], [2.102, -0.873, -0.281]], "total_charge": 1, "e_tot_ha": -662.64016, "homo_energy_ha": [-0.4906, -0.5234], "de_lowest_kcal_mol": 92.12, "lumo_ev": [-7.435, -5.750], "gap_ev": [5.91, 8.49]}


Record 2
{"formula": "CH2N2S3", "method": "ωB97M-V/def2-TZVPD", "species": ["C", "N", "N", "S", "S", "S", "H", "H"], "xyz": [[0.898, 0.545, -0.913], [1.173, 0.430, 0.318], [0.480, 0.097, 1.300], [-3.011, -0.007, 0.659], [-0.439, -0.660, -1.578], [-1.724, -1.291, -0.102], [1.443, 1.087, -1.637], [1.180, -0.201, 1.954]], "e_tot_ha": -1343.25917, "homo_energy_ha": [-0.3233, -0.3073], "de_lowest_kcal_mol": 34.99, "lumo_ev": [-1.168, -1.925], "gap_ev": [7.63, 6.44]}


Record 3
{"formula": "C19H41BrN3ORuSSi2", "method": "ωB97M-V/def2-TZVPD", "species": ["Ru", "C", "C", "N", "C", "C", "S", "C", "C", "N", "H", "H", "H", "H", "H", "H", "H", "H", "H", "H", "H", "H", "H", "H", "C", "Si", "C", "C", "C", "Si", "C", "C", "C", "H", "H", "H", "H", "H", "H", "H", "H", "H", "H", "H", "H", "H", "H", "H", "H", "H", "H", "H", "C", "O", "H", "H", "H", "H", "Br", "C", "C", "C", "C", "C", "N", "H", "H", "H", "H"], "xyz": [[-0.441, 0.545, 0.106], [1.974, 0.889, 2.425], [0.942, 2.004, 2.481], [0.281, 2.218, 1.163], [1.064, 3.084, 0.234], [2.173, 2.337, -0.484], [1.632, 0.686, -1.073], [2.884, -0.380, -0.312], [2.396, -1.064, 0.965], [1.423, -0.261, 1.694], [2.883, 1.225, 1.930], [2.269, 0.619, 3.441], [0.153, 1.757, 3.191], [1.393, 2.941, 2.816], [-0.559, 2.758, 1.366], [0.363, 3.476, -0.496], [1.471, 3.939, 0.778], [2.487, 2.915, -1.353], [3.056, 2.191, 0.130], [3.153, -1.126, -1.058], [3.767, 0.241, -0.165], [1.896, -1.985, 0.682], [3.261, -1.333, 1.580], [0.905, -0.861, 2.325], [0.757, -3.795, -0.332], [-0.137, -3.465, 1.293], [0.996, -3.577, 2.773], [-1.523, -4.697, 1.494], [-1.048, -1.807, 1.216], [-2.212, -1.104, 2.502], [-3.531, -2.314, 2.993], [-2.928, 0.349, 1.554], [-1.301, -0.579, 4.043], [1.744, -4.238, -0.181], [0.899, -2.888, -0.929], [0.185, -4.500, -0.940], [1.343, -4.608, 2.887], [0.464, -3.321, 3.693], [1.888, -2.952, 2.713], [-1.113, -5.696, 1.319], [-2.329, -4.539, 0.776], [-1.952, -4.688, 2.496], [-1.332, -1.523, 0.214], [-4.080, -2.721, 2.142], [-4.248, -1.804, 3.643], [-3.121, -3.149, 3.561], [-3.431, 0.013, 0.649], [-2.120, 1.077, 1.289], [-3.638, 0.990, 2.081], [-0.870, -1.449, 4.546], [-2.000, -0.124, 4.749], [-0.493, 0.136, 3.877], [-2.447, -0.977, -2.087], [-1.115, -0.828, -1.536], [-2.809, -1.992, -1.931], [-2.435, -0.735, -3.148], [-3.085, -0.273, -1.566], [-0.499, -1.418, -1.982], [-2.609, 3.623, 0.316], [-2.152, 3.046, -1.424], [-2.701, 3.775, -2.469], [-2.320, 3.462, -3.759], [-1.404, 2.435, -3.948], [-0.931, 1.760, -2.844], [-1.290, 2.041, -1.574], [-3.397, 4.574, -2.261], [-2.723, 4.013, -4.599], [-1.065, 2.152, -4.934], [-0.248, 0.936, -2.975]], "total_charge": 2, "e_tot_ha": -4633.61007, "homo_energy_ha": [-0.4915, -0.5416], "de_lowest_kcal_mol": 55.18, "lumo_ev": [-6.095, -6.308], "gap_ev": [7.28, 8.43], "s_squared": 0.893, "spin_multiplicity": 2}


Record 4
{"formula": "C15H35Cl2F12N4O9S", "method": "ωB97M-V/def2-TZVPD", "species": ["N", "H", "H", "H", "H", "N", "H", "H", "H", "H", "N", "H", "H", "H", "H", "N", "H", "H", "H", "H", "C", "F", "F", "F", "S", "O", "O", "O", "C", "C", "O", "C", "O", "C", "F", "F", "F", "H", "H", "H", "H", "H", "C", "C", "O", "C", "O", "C", "F", "F", "F", "H", "H", "H", "H", "H", "C", "C", "O", "C", "O", "C", "F", "F", "F", "H", "H", "H", "H", "H", "Cl", "C", "C", "Cl", "H", "H", "H", "H"], "xyz": [[2.308, -2.967, 3.074], [1.582, -3.583, 2.738], [2.182, -2.162, 2.478], [3.235, -3.309, 2.859], [2.164, -2.674, 4.029], [-2.777, -2.189, 0.197], [-1.792, -2.024, 0.042], [-3.216, -1.430, 0.699], [-2.796, -2.865, 0.948], [-3.402, -2.537, -0.515], [-1.118, -2.164, 3.486], [-1.382, -1.506, 2.766], [-1.753, -2.379, 4.241], [-0.306, -1.837, 3.990], [-0.935, -3.063, 3.064], [0.488, 0.855, 3.991], [0.735, 0.018, 4.499], [-0.097, 1.396, 4.611], [-0.159, 0.729, 3.225], [1.314, 1.320, 3.640], [1.228, 0.586, -0.761], [0.172, 1.254, -1.267], [1.782, -0.094, -1.741], [2.146, 1.460, -0.195], [0.590, -0.645, 0.588], [-0.249, 0.058, 1.566], [-0.309, -1.629, -0.079], [1.804, -1.198, 1.228], [-1.008, 4.398, 2.066], [0.358, 4.596, 1.442], [1.330, 4.834, 2.478], [2.005, 3.838, 2.931], [1.821, 2.696, 2.571], [3.006, 4.222, 4.078], [2.546, 3.720, 5.282], [4.156, 3.728, 3.879], [3.069, 5.559, 4.131], [-1.211, 3.327, 2.064], [-1.769, 4.930, 1.494], [-1.103, 4.723, 3.102], [0.250, 5.515, 0.866], [0.639, 3.780, 0.776], [-2.499, 3.117, -0.573], [-2.652, 3.090, -2.132], [-4.028, 3.249, -2.658], [-4.299, 2.981, -4.011], [-3.343, 2.607, -4.762], [-5.729, 3.198, -4.431], [-6.532, 2.218, -3.954], [-6.171, 4.357, -4.067], [-5.818, 3.126, -5.716], [-3.108, 3.817, -0.001], [-1.430, 3.207, -0.383], [-2.825, 2.158, -0.169], [-2.391, 2.085, -2.465], [-1.989, 3.759, -2.681], [1.329, -5.645, -1.407], [1.557, -4.260, -0.856], [2.764, -3.647, -1.383], [3.776, -3.236, -0.580], [3.847, -3.310, 0.657], [4.815, -2.432, -1.495], [5.853, -3.188, -1.598], [4.248, -2.058, -2.680], [5.231, -1.342, -0.845], [0.256, -5.784, -1.541], [1.641, -6.348, -0.635], [1.817, -5.843, -2.361], [1.432, -4.198, 0.225], [0.687, -3.752, -1.273], [-1.434, -2.852, -3.189], [-0.665, -1.511, -4.026], [0.341, -2.086, -5.064], [-0.677, -2.813, -6.324], [-0.127, -0.826, -3.370], [-1.423, -0.914, -4.534], [1.044, -2.812, -4.655], [0.974, -1.398, -5.624]], "total_charge": 3, "e_tot_ha": -4004.63851, "homo_energy_ha": -0.5873, "de_lowest_kcal_mol": 48.39, "lumo_ev": -10.942, "gap_ev": 5.04}


Record 5
{"formula": "C11H10BrNOSr", "method": "ωB97M-V/def2-TZVPD", "species": ["C", "C", "C", "H", "C", "C", "H", "H", "H", "H", "Sr", "Br", "C", "C", "C", "H", "C", "C", "H", "H", "H", "H", "O", "C", "N"], "xyz": [[-2.016, -0.821, 0.579], [-1.833, -1.322, 1.922], [-2.043, -0.252, 2.830], [-1.871, -2.365, 2.200], [-2.256, 0.931, 2.085], [-2.238, 0.606, 0.690], [-2.111, 1.343, -0.143], [-2.201, -1.433, -0.314], [-2.044, -0.320, 3.915], [-2.499, 1.916, 2.496], [0.770, 0.245, 0.342], [1.995, -2.486, 0.844], [2.520, 0.753, -2.332], [1.422, 1.541, -2.780], [0.456, 0.671, -3.340], [1.370, 2.620, -2.757], [0.949, -0.660, -3.248], [2.201, -0.612, -2.577], [2.766, -1.465, -2.223], [3.468, 1.130, -1.959], [-0.463, 0.972, -3.825], [0.496, -1.540, -3.697], [0.671, 0.085, 4.911], [1.046, 0.201, 3.769], [1.445, 0.263, 2.615]], "total_charge": -2, "e_tot_ha": -3159.98304, "homo_energy_ha": -0.0467, "lumo_ev": 5.162, "gap_ev": 6.43}


Record 6
{"formula": "C3H3NS2", "method": "ωB97M-V/def2-TZVPD", "species": ["N", "C", "C", "S", "C", "S", "H", "H", "H"], "xyz": [[0.800, -1.020, -2.116], [0.817, -0.846, -0.966], [0.775, -0.740, 0.507], [0.440, 0.952, 0.954], [-1.094, 1.293, 0.175], [-1.897, 0.426, -0.935], [-0.038, -1.345, 0.887], [1.750, -0.943, 0.912], [-1.553, 2.223, 0.583]], "e_tot_ha": -967.20061, "smiles": "N#CCSC=S", "homo_energy_ha": -0.3295, "de_lowest_kcal_mol": 9.64, "lumo_ev": -0.504, "gap_ev": 8.46}


Record 7
{"formula": "C13H42NO10", "method": "ωB97M-V/def2-TZVPD", "species": ["N", "H", "H", "H", "H", "C", "O", "O", "O", "O", "H", "H", "O", "H", "H", "O", "H", "H", "C", "C", "C", "O", "H", "H", "H", "H", "H", "H", "H", "H", "C", "C", "C", "O", "H", "H", "H", "H", "H", "H", "H", "H", "C", "C", "C", "O", "H", "H", "H", "H", "H", "H", "H", "H", "C", "C", "C", "O", "H", "H", "H", "H", "H", "H", "H", "H"], "xyz": [[0.607, 0.219, -0.162], [1.226, -0.365, 0.383], [0.822, -0.077, -1.103], [0.800, 1.203, -0.045], [-0.342, -0.022, 0.087], [1.501, 3.387, 0.209], [1.859, 4.520, 0.334], [0.851, 2.910, 1.146], [1.703, 2.685, -0.802], [3.970, 0.994, -0.397], [3.241, 1.614, -0.422], [4.753, 1.544, -0.394], [-1.941, -0.704, 0.039], [-2.424, -0.280, 0.748], [-2.306, -1.588, -0.006], [-1.702, 2.818, 0.776], [-2.047, 2.097, 1.303], [-0.754, 2.687, 0.781], [1.471, -3.827, 2.067], [1.523, -2.352, 2.329], [2.350, -1.965, 3.608], [2.053, -1.520, 1.277], [1.000, -4.300, 2.928], [2.474, -4.214, 1.887], [0.797, -3.962, 1.221], [0.520, -2.033, 2.609], [1.810, -2.471, 4.408], [2.444, -0.893, 3.782], [3.353, -2.377, 3.716], [3.008, -1.612, 1.293], [0.979, -3.087, -2.417], [0.768, -1.895, -3.362], [-0.761, -1.595, -3.526], [1.352, -0.790, -2.689], [0.641, -2.917, -1.395], [2.064, -3.199, -2.397], [0.596, -3.978, -2.914], [1.312, -2.184, -4.262], [-1.284, -2.420, -4.010], [-0.811, -0.734, -4.192], [-1.268, -1.432, -2.574], [2.273, -1.030, -2.560], [-1.008, 0.625, 3.648], [-2.334, -0.085, 3.429], [-3.276, 0.082, 4.587], [-3.005, 0.567, 2.388], [-0.570, 0.310, 4.595], [-1.151, 1.702, 3.735], [-0.379, 0.561, 2.760], [-2.127, -1.117, 3.145], [-2.898, -0.390, 5.494], [-4.258, -0.385, 4.510], [-3.438, 1.134, 4.822], [-3.954, 0.429, 2.432], [-1.610, 2.251, -2.495], [-0.440, 2.346, -3.505], [-0.888, 2.615, -4.945], [0.469, 3.359, -3.251], [-2.323, 3.067, -2.605], [-1.227, 2.202, -1.476], [-2.151, 1.307, -2.553], [0.102, 1.400, -3.519], [-0.080, 2.383, -5.638], [-1.114, 3.666, -5.125], [-1.736, 2.023, -5.289], [0.920, 3.090, -2.448]], "total_charge": -1, "e_tot_ha": -1327.66432, "homo_energy_ha": -0.0724, "lumo_ev": 1.831, "gap_ev": 3.80}